1.
{"formula": "C4H6Na2O4", "method": "wB97M-V/def2-TZVPD", "homo_lumo_gap_ha": [0.200, 0.321], "total_energy_ev": -21262.764, "de_lowest_ev": 0.000, "total_charge": 1, "multiplicity": 2, "homo_ev": [-9.73, -13.06], "symbols": ["O", "C", "H", "H", "C", "O", "Na", "O", "C", "H", "H", "H", "O", "C", "Na", "H"], "coordinates": [[-0.30241, 0.79073, -0.65257], [0.56789, -0.10989, -1.48353], [0.02661, -0.10766, -2.43557], [1.53480, 0.40797, -1.55275], [0.06558, 1.04557, 0.60548], [1.18834, 0.86929, 1.07330], [2.84502, -0.66774, 1.11425], [-0.81137, 1.73542, 1.30491], [-2.20462, 1.39587, 1.26422], [-2.35553, 0.37179, 1.62289], [-2.69395, 2.11049, 1.93139], [-2.59280, 1.50550, 0.24541], [1.71135, -1.85627, -0.14773], [0.69773, -1.49705, -0.91509], [2.43440, -3.77843, -0.86114], [-0.11104, -2.21557, -1.11347]]}

***

2.
{"formula": "C4H6O", "method": "wB97M-V/def2-TZVPD", "homo_lumo_gap_ha": 0.398, "total_energy_ev": -6289.705, "de_lowest_ev": 2.213, "total_charge": 0, "smiles": "C#CCOC", "homo_ev": -9.76, "symbols": ["C", "C", "C", "O", "C", "H", "H", "H", "H", "H", "H"], "coordinates": [[2.49155, 0.38196, -0.77795], [1.67580, -0.24400, -0.15381], [0.44035, -0.64329, 0.53763], [-0.39557, 0.48551, 0.40302], [-1.73220, 0.36178, -0.00239], [3.15607, 0.98761, -1.34965], [0.62876, -0.85035, 1.60152], [0.02301, -1.56357, 0.09858], [-1.92545, -0.50925, -0.64490], [-1.95958, 1.26537, -0.57812], [-2.40274, 0.32823, 0.86606]]}

***

3.
{"formula": "C4H6O", "method": "wB97M-V/def2-TZVPD", "homo_lumo_gap_ha": 0.394, "total_energy_ev": -6291.230, "de_lowest_ev": 0.688, "total_charge": 0, "homo_ev": -9.49, "symbols": ["C", "C", "C", "C", "O", "H", "H", "H", "H", "H", "H"], "coordinates": [[0.90761, 2.47160, 0.91435], [-1.37204, -0.33882, -0.97115], [-0.76526, -0.87058, 0.10521], [0.69318, -0.64337, 0.25727], [1.94471, 2.93535, 0.90236], [-0.81079, 0.07163, -1.74604], [-2.42783, -0.35050, -1.25248], [-1.22755, -1.41976, 0.88849], [1.13677, -0.58988, -0.73469], [1.14381, -1.54596, 0.79205], [0.77739, 0.28031, 0.84464]]}

***

4.
{"formula": "C4H6O", "method": "wB97M-V/def2-TZVPD", "homo_lumo_gap_ha": 0.375, "total_energy_ev": -6288.082, "de_lowest_ev": 3.836, "total_charge": 0, "smiles": "C=C1C[C@H]1O", "homo_ev": -9.30, "symbols": ["C", "C", "C", "C", "O", "H", "H", "H", "H", "H", "H"], "coordinates": [[1.66086, -0.33600, -0.67150], [0.43134, 0.07620, -0.43572], [-0.64753, -0.82472, 0.17491], [-0.81327, 0.67403, -0.09872], [-0.92664, 1.54556, 0.97048], [1.17418, -1.27095, -0.21833], [2.49840, 0.29443, -1.03606], [-1.20008, -1.52965, -0.45040], [-0.60289, -1.09158, 1.23529], [-1.49496, 0.89730, -0.90370], [-0.07941, 1.56538, 1.43377]]}

***

5.
{"formula": "C4H6O", "method": "wB97M-V/def2-TZVPD", "homo_lumo_gap_ha": [0.305, 0.305], "total_energy_ev": -6288.347, "de_lowest_ev": 3.571, "total_charge": 0, "homo_ev": [-9.09, -9.12], "symbols": ["O", "C", "C", "C", "C", "H", "H", "H", "H", "H", "H"], "coordinates": [[0.64438, 0.98182, 1.62074], [0.27104, 0.50521, 0.57747], [1.11385, -0.43174, -0.29770], [0.16880, -1.50298, -0.75734], [-1.11063, 0.73082, -0.00437], [1.56253, 0.12231, -1.13209], [1.91686, -0.85061, 0.32403], [-0.23607, -1.92981, 0.19472], [-1.38905, -0.12068, -0.65183], [-1.85397, 0.88137, 0.78059], [-1.08773, 1.61429, -0.65423]]}

***

6.
{"formula": "C4H6O", "method": "wB97M-V/def2-TZVPD", "homo_lumo_gap_ha": 0.400, "total_energy_ev": -6289.343, "de_lowest_ev": 2.575, "total_charge": 0, "smiles": "C#CC.C=O", "homo_ev": -10.03, "symbols": ["C", "C", "C", "H", "H", "H", "H", "C", "O", "H", "H"], "coordinates": [[-0.35342, -1.21917, 1.33394], [-0.59597, -1.34346, 0.18699], [-0.77414, -1.24925, -1.26466], [0.01934, -0.95107, 2.31518], [-1.25726, -0.31532, -1.41318], [-1.50212, -1.96957, -1.70134], [0.31866, -1.19684, -1.72422], [0.18816, 2.48822, 1.41147], [1.31835, 2.84289, 1.49337], [-0.06568, 1.69169, 0.71381], [-0.51865, 2.97922, 1.98513]]}

***

7.
{"formula": "C4H6O", "method": "wB97M-V/def2-TZVPD", "homo_lumo_gap_ha": 0.402, "total_energy_ev": -6290.448, "de_lowest_ev": 1.470, "total_charge": 0, "smiles": "C#CCCO", "homo_ev": -10.01, "symbols": ["C", "C", "C", "C", "O", "H", "H", "H", "H", "H", "H"], "coordinates": [[2.43893, 0.33032, -0.28300], [1.26588, 0.55388, -0.12569], [-0.17855, 0.75571, -0.00833], [-0.98048, -0.55281, -0.25161], [-1.85069, -0.86998, 0.81376], [3.47749, 0.12797, -0.41855], [-0.46312, 1.53596, -0.72450], [-0.44773, 1.13486, 0.98482], [-0.28754, -1.38114, -0.45971], [-1.62754, -0.43322, -1.12266], [-1.31762, -1.19128, 1.55117]]}

***

8.
{"formula": "C4H6O", "method": "wB97M-V/def2-TZVPD", "homo_lumo_gap_ha": 0.372, "total_energy_ev": -6289.811, "de_lowest_ev": 2.107, "total_charge": 0, "smiles": "C=C1C[C@@H]1O", "homo_ev": -9.35, "symbols": ["C", "C", "C", "C", "O", "H", "H", "H", "H", "H", "H"], "coordinates": [[-0.33761, 1.62499, -0.78914], [0.02142, 0.38332, -0.51157], [1.10393, -0.63802, -0.26229], [-0.16904, -0.57810, 0.67113], [-0.98644, -1.68067, 0.59467], [-1.24918, 1.95915, -0.33112], [0.08346, 2.29807, -1.57039], [1.27575, -1.56288, -0.81218], [2.03332, -0.10029, 0.18896], [0.02550, -0.17494, 1.72690], [-1.80110, -1.53062, 1.09502]]}

***

Please write out number 3 again, unchanged.
{"formula": "C4H6O", "method": "wB97M-V/def2-TZVPD", "homo_lumo_gap_ha": 0.394, "total_energy_ev": -6291.230, "de_lowest_ev": 0.688, "total_charge": 0, "homo_ev": -9.49, "symbols": ["C", "C", "C", "C", "O", "H", "H", "H", "H", "H", "H"], "coordinates": [[0.90761, 2.47160, 0.91435], [-1.37204, -0.33882, -0.97115], [-0.76526, -0.87058, 0.10521], [0.69318, -0.64337, 0.25727], [1.94471, 2.93535, 0.90236], [-0.81079, 0.07163, -1.74604], [-2.42783, -0.35050, -1.25248], [-1.22755, -1.41976, 0.88849], [1.13677, -0.58988, -0.73469], [1.14381, -1.54596, 0.79205], [0.77739, 0.28031, 0.84464]]}